(1)
# C3H2O3

The molecule C3H2O3 at a distorted geometry (wB97M-V/def2-TZVPD, the Open Molecules 2025 dataset).

Its max |F| is 8.11 eV/Å. The SMILES is O=c1occo1. The value obtained for the HOMO-LUMO gap is 10.20 eV. Its relative energy (zero: lowest compared OMol25 entry of this formula, charge and spin) is 1.757 eV. The value obtained for the energy is -9283.769 eV. For the LUMO energy, the calculation gives 0.8 eV.

The geometry in ORCA input format:
```
! wB97M-V def2-TZVPD RIJCOSX def2/J DEFGRID3
* xyz 0 1
C -0.646 0.973 0.473
C 0.009 -0.996 0.246
C 0.788 -0.298 -0.664
H -0.015 -2.053 0.471
H 1.417 -0.457 -1.643
O -0.859 2.151 0.897
O -0.884 -0.239 0.928
O 0.191 0.920 -0.708
*
```



(2)
# C3H2O3

A cluster of 2 separate species, C3H2O3 in total at a distorted geometry (wB97M-V/def2-TZVPD, the Open Molecules 2025 dataset).

Its max |F| is 3.72 eV/Å. The value obtained for the HOMO-LUMO gap is 10.57 eV. Its relative energy (zero: lowest compared OMol25 entry of this formula, charge and spin) is 3.190 eV. The value obtained for the energy is -9282.336 eV. For the LUMO energy, the calculation gives 0.5 eV.

The geometry in ORCA input format:
```
! wB97M-V def2-TZVPD RIJCOSX def2/J DEFGRID3
* xyz 0 1
C -1.422 -1.074 -0.422
C 0.903 0.947 0.169
C 0.914 -0.390 -0.413
O -1.460 -0.076 -1.017
O -1.477 -2.079 0.091
O 0.858 -0.359 0.862
H 1.687 1.552 0.322
H -0.003 1.480 0.408
*
```



(3)
# C3H2O3

The molecule C3H2O3 at a distorted geometry (wB97M-V/def2-TZVPD, the Open Molecules 2025 dataset).

Its max |F| is 9.87 eV/Å. The SMILES is O=CC(=O)C=O. The value obtained for the HOMO-LUMO gap is 7.88 eV. Its relative energy (zero: lowest compared OMol25 entry of this formula, charge and spin) is 3.985 eV. The value obtained for the energy is -9281.541 eV. For the LUMO energy, the calculation gives -2.9 eV.

The geometry in ORCA input format:
```
! wB97M-V def2-TZVPD RIJCOSX def2/J DEFGRID3
* xyz 0 1
C 1.253 -0.560 -0.049
C -0.114 -0.258 0.059
C -0.756 0.741 -1.036
H 1.811 -0.133 -1.048
H 0.015 1.186 -1.800
O 2.015 -0.849 1.033
O -0.671 -0.628 1.109
O -1.860 1.403 -1.017
*
```



(4)
# C3H2O3

The molecule C3H2O3 (wB97M-V/def2-TZVPD, the Open Molecules 2025 dataset).

Its max |F| is 0.63 eV/Å. The SMILES is O=CC(=O)C=O. The value obtained for the HOMO-LUMO gap is 8.72 eV. Its relative energy (zero: lowest compared OMol25 entry of this formula, charge and spin) is 1.524 eV. The value obtained for the energy is -9284.002 eV. For the LUMO energy, the calculation gives -1.3 eV.

The geometry in ORCA input format:
```
! wB97M-V def2-TZVPD RIJCOSX def2/J DEFGRID3
* xyz 0 1
O -0.590 1.884 0.395
C -0.394 0.838 0.956
C 0.391 -0.288 0.287
O 1.231 -0.901 0.901
C 0.098 -0.625 -1.175
O -0.914 -0.277 -1.723
H -0.687 0.642 2.005
H 0.865 -1.272 -1.645
*
```



(5)
# C3H2O3Pd

A structure of composition C3H2O3Pd at a distorted geometry (wB97M-V/def2-TZVPD, the Open Molecules 2025 dataset).

Its max |F| is 6.78 eV/Å. The value obtained for the HOMO-LUMO gap (alpha / beta) is 5.70 / 8.05 eV. Its expectation value of S² is 2.004. Its relative energy (zero: lowest compared OMol25 entry of this formula, charge and spin) is 0.000 eV. The value obtained for the energy is -12757.436 eV. For the LUMO energy (alpha / beta), the calculation gives -1.0 / -1.7 eV.

The geometry in ORCA input format:
```
! wB97M-V def2-TZVPD RIJCOSX def2/J DEFGRID3
* xyz 0 3
H -1.281 0.734 -0.181
C 0.313 1.515 -0.587
O -0.800 1.162 -1.114
O 1.422 1.550 -0.993
C 0.516 -1.696 1.257
C 0.457 -0.523 0.991
O 0.220 0.747 0.796
H 0.631 -2.743 1.468
Pd -1.479 -0.746 -1.637
*
```



(6)
# C3H2O3S

The molecule C3H2O3S at a distorted geometry (wB97M-V/def2-TZVPD, the Open Molecules 2025 dataset).

Its max |F| is 3.57 eV/Å. The SMILES is O=CC(=S)C(=O)O. The value obtained for the HOMO-LUMO gap is 7.57 eV. Its relative energy (zero: lowest compared OMol25 entry of this formula, charge and spin) is 2.154 eV. The value obtained for the energy is -20119.341 eV. For the LUMO energy, the calculation gives -2.5 eV.

The geometry in ORCA input format:
```
! wB97M-V def2-TZVPD RIJCOSX def2/J DEFGRID3
* xyz 0 1
C -1.224 0.005 -0.517
C 0.055 0.678 -0.056
C 1.179 -0.067 0.660
H -0.128 -1.599 -0.461
H 1.871 0.574 1.441
O -1.109 -1.317 -0.732
O -2.215 0.660 -0.830
O 1.373 -1.225 0.325
S 0.199 2.291 0.170
*
```